Below is 2 unconnected molecules or ions with the total composition C5H13S3, with properties calculated with ωB97M-V/def2-TZVPD.

Atoms and positions in Å:
1 C -1.04 0.93 2.75
2 C -1.77 -0.29 2.24
3 S -1.39 -0.70 0.47
4 S -2.27 -2.60 0.44
5 H -1.35 1.83 2.22
6 H 0.02 0.85 2.46
7 H -1.19 1.02 3.82
8 H -2.85 -0.13 2.31
9 H -1.56 -1.19 2.82
10 H -1.15 -3.35 0.59
11 C 0.81 -0.30 -2.83
12 C 1.95 0.41 -2.08
13 C 1.52 0.75 -0.65
14 S 0.06 1.81 -0.55
15 H 0.35 -1.09 -2.23
16 H 1.09 -0.71 -3.80
17 H -0.01 0.42 -2.94
18 H 2.85 -0.20 -2.12
19 H 2.14 1.36 -2.59
20 H 2.34 1.35 -0.25
21 H 1.44 -0.17 -0.07

The value obtained for the HOMO-LUMO gap (spin up / spin down) is 9.57 / 6.97 eV. The value obtained for the energy is -1392.80983 Eh. As for the energy relative to the best compared isomer or geometry (same formula, charge and spin): 0.0 kcal per mole. Its spin multiplicity is 2.

The molecule's Mulliken atomic charges, reported in e, are given here: -1.128 -0.373 -0.046 -0.287 0.311 0.274 0.343 0.344 0.402 0.138 -1.054 -0.343 -0.645 -0.112 0.209 0.334 0.310 0.339 0.247 0.384 0.352